Record 1
125
Properties=species:S:1:pos:R:3:lowdin_charge:R:1 method="wB97M-V/def2-TZVPD" e_above_lowest_ev=0.1118 homo_energy_ev=-5.0421 gap_ev=7.3 charge=-1 lumo_energy_ev=2.29
Tl 0.49179 -0.02845 -0.09813 0.958
C -1.34905 1.98278 -7.57025 -0.053
C -1.56345 0.73737 -6.69911 -0.560
C -0.97072 -0.48590 -7.41238 -0.049
C -3.06801 0.51561 -6.54383 -0.071
C -0.87327 0.92027 -5.34946 -0.175
C -1.54753 0.90344 -4.14451 -0.056
C -0.85674 1.02531 -2.94431 -0.380
Se -1.88527 1.06604 -1.32623 1.215
C -2.67815 -0.65798 -1.44821 -0.405
C -4.05853 -0.78026 -1.58949 -0.076
C -4.64537 -2.02485 -1.68716 -0.187
C -3.78756 -3.13626 -1.65709 0.014
C -2.41542 -3.05906 -1.51768 -0.075
C -1.81676 -1.76611 -1.38245 -0.370
O -0.52695 -1.64745 -1.23222 -0.190
C -1.53027 -4.30968 -1.49008 -0.528
C -2.34907 -5.59049 -1.67607 -0.081
C -0.80568 -4.40158 -0.13668 -0.037
C -0.49607 -4.26084 -2.62634 -0.035
C -6.14981 -2.23448 -1.84539 -0.563
C -6.43561 -2.96300 -3.16645 -0.052
C -6.91539 -0.91136 -1.85811 -0.075
C -6.67932 -3.08119 -0.67988 -0.053
C 0.53987 1.13111 -2.88738 -0.348
O 1.21592 1.13765 -1.74406 -0.205
C 1.23167 1.26602 -4.12186 -0.078
C 0.50857 1.13825 -5.29531 0.016
C 2.70957 1.66800 -4.14837 -0.519
C 3.58791 0.76233 -3.27429 -0.041
C 2.80156 3.10422 -3.60718 -0.033
C 3.28669 1.64471 -5.56727 -0.073
H -1.83640 1.85819 -8.54136 0.079
H -0.28881 2.16880 -7.74755 0.074
H -1.76718 2.86663 -7.08453 0.088
H -1.45152 -0.63236 -8.38373 0.079
H -1.11835 -1.38612 -6.81301 0.090
H 0.10099 -0.36845 -7.57943 0.076
H -3.52056 0.37341 -7.52800 0.080
H -3.55267 1.37317 -6.07273 0.085
H -3.28144 -0.37062 -5.94314 0.086
H -2.62174 0.77897 -4.10316 0.097
H -4.64998 0.12505 -1.63464 0.091
H -4.23391 -4.11681 -1.75368 0.089
H -3.07665 -5.73541 -0.87400 0.081
H -1.67340 -6.44844 -1.66661 0.080
H -2.88055 -5.59104 -2.63115 0.081
H -1.52780 -4.38796 0.68389 0.089
H -0.10641 -3.57606 -0.02178 0.052
H -0.23967 -5.33606 -0.08035 0.085
H -0.99989 -4.23357 -3.59610 0.086
H 0.12795 -5.15802 -2.59174 0.083
H 0.14689 -3.38962 -2.53437 0.078
H -6.07643 -2.37383 -4.01258 0.086
H -7.50992 -3.12778 -3.28975 0.079
H -5.93836 -3.93320 -3.20081 0.075
H -6.60164 -0.27522 -2.68809 0.083
H -6.77150 -0.35719 -0.92854 0.085
H -7.98429 -1.10719 -1.97096 0.080
H -6.18986 -4.05537 -0.64108 0.075
H -7.75542 -3.24718 -0.78438 0.078
H -6.49727 -2.57829 0.27176 0.089
H 1.03940 1.21578 -6.23425 0.090
H 3.39666 0.96317 -2.22440 0.057
H 4.64172 0.97005 -3.47719 0.086
H 3.40357 -0.29567 -3.47090 0.100
H 2.39325 3.15183 -2.59773 0.066
H 2.23877 3.79374 -4.24097 0.091
H 3.84432 3.43366 -3.57146 0.088
H 3.18600 0.65757 -6.02409 0.089
H 4.34974 1.88852 -5.52153 0.079
H 2.81290 2.38032 -6.22092 0.079
C 3.25316 4.73337 -0.16929 -0.103
C 2.11399 3.83600 0.28844 -0.202
C 0.73399 4.43348 0.20728 -0.141
C 0.49006 5.68699 -0.33016 -0.042
C -0.80056 6.19928 -0.40188 -0.087
C -1.85879 5.45507 0.07719 -0.058
C -1.66026 4.19432 0.64151 -0.185
C -2.87162 3.43594 1.13362 -0.234
C -3.44416 4.00217 2.43366 -0.092
C -0.35522 3.69235 0.70282 -0.181
N -0.10815 2.38268 1.17595 0.066
C -0.37723 2.08260 2.38294 -0.086
C -0.31195 0.72107 2.85186 -0.343
C -0.53926 0.20844 4.12496 -0.055
C -0.40042 -1.18647 4.02670 -0.089
C -0.10012 -1.46228 2.69821 -0.157
N -0.04157 -0.31256 1.99434 -0.038
H 4.19823 4.19883 -0.06743 0.076
H 3.31784 5.64606 0.42874 0.074
H 3.14807 5.02468 -1.21671 0.060
H 2.29935 3.51491 1.31669 0.115
H 2.11755 2.90457 -0.28272 0.078
H 1.31687 6.27379 -0.70781 0.098
H -0.97379 7.17388 -0.84147 0.095
H -2.87029 5.84136 0.00728 0.110
H -2.63802 2.37989 1.26433 0.076
H -3.63936 3.48315 0.35644 0.108
H -2.72181 3.93123 3.24878 0.062
H -4.34346 3.46020 2.73170 0.070
H -3.70355 5.05626 2.31940 0.068
H -0.69314 2.84030 3.10674 0.139
H -0.77708 0.78803 5.00400 0.101
H -0.50879 -1.91111 4.81758 0.088
H 0.08570 -2.40681 2.21077 0.105
N 5.44323 -1.42919 1.62757 0.152
C 3.93057 -1.37871 1.80365 -0.479
C 3.55817 -2.12513 3.07393 -0.076
P 3.26602 -2.21402 0.29280 0.305
O 4.02485 -1.33689 -0.83993 -0.155
O 3.86141 -3.56838 0.28822 -0.295
O 1.78500 -1.96813 0.24948 -0.333
P 3.56878 0.45572 1.85280 0.353
O 2.79626 0.69509 3.23421 -0.121
O 4.93513 1.05833 1.96851 -0.309
O 2.68017 0.77945 0.68499 -0.351
H 5.85602 -2.17739 2.17642 0.151
H 5.75746 -0.45848 1.89216 0.109
H 5.65792 -1.58590 0.63956 0.132
H 3.83386 -3.17850 2.98120 0.082
H 2.48178 -2.06672 3.22801 0.067
H 4.03531 -1.68073 3.95087 0.087
H 3.61611 -0.45839 -0.91198 0.029
H 1.82891 0.63249 3.15565 0.040

=====

Record 2
50
Properties=species:S:1:pos:R:3:lowdin_charge:R:1 method="wB97M-V/def2-TZVPD" e_above_lowest_ev=9.1914 smiles="C[N+](=O)[O-].C[N+](=O)[O-].CCCC#N.CCCC#N.CCCC#N" homo_energy_ev=-10.7144 gap_ev=11.1 charge=0 lumo_energy_ev=0.36
C -12.34673 -3.50896 -6.28765 0.024
N -11.51112 -4.20698 -5.27313 -0.398
O -10.76390 -5.14263 -5.62439 0.056
O -11.57155 -3.78661 -4.11747 0.037
H -12.72856 -4.15506 -7.07813 0.079
H -11.70073 -2.71498 -6.66233 0.085
H -13.17791 -3.00909 -5.79029 0.048
C -12.31459 -5.27152 -10.89372 0.036
N -11.70723 -5.09703 -9.52886 -0.441
O -10.97614 -4.11184 -9.43791 0.041
O -11.97811 -5.83465 -8.63852 0.080
H -13.37765 -5.04046 -10.82568 0.087
H -11.95091 -6.18651 -11.36131 0.100
H -11.87747 -4.55456 -11.58870 0.090
C -15.17014 -3.64468 -3.64632 -0.086
C -16.62402 -3.88742 -4.17372 -0.236
C -16.76219 -4.23180 -5.66374 -0.170
C -16.10953 -3.20533 -6.55027 -0.173
N -15.58968 -2.38565 -7.22012 0.164
H -15.09617 -3.50291 -2.56812 0.077
H -14.77784 -2.70356 -4.03166 0.044
H -14.44797 -4.37687 -4.00751 0.066
H -17.22677 -3.00099 -3.97613 0.105
H -17.14353 -4.64869 -3.59177 0.104
H -17.80579 -4.12876 -5.96102 0.113
H -16.41115 -5.23405 -5.90938 0.120
C -13.06387 -1.72490 -9.59325 -0.101
C -14.19932 -0.88932 -10.23336 -0.241
C -14.22162 -1.06046 -11.77212 -0.182
C -14.66642 -2.35871 -12.32661 -0.212
N -15.02994 -3.38792 -12.72726 0.131
H -13.17765 -2.76568 -9.89645 0.046
H -12.99533 -1.66813 -8.50688 0.031
H -12.13415 -1.36523 -10.03412 0.082
H -14.14567 0.13816 -9.87348 0.104
H -15.15579 -1.20304 -9.81521 0.084
H -13.17234 -1.00077 -12.06113 0.109
H -14.69000 -0.22630 -12.29453 0.115
C -12.58254 0.06355 -3.61032 -0.101
C -13.42562 0.66878 -4.69432 -0.278
C -13.31945 0.06237 -6.04193 -0.203
C -11.99063 -0.02993 -6.65854 -0.244
N -10.93711 -0.10145 -7.12728 0.166
H -11.56094 0.05307 -3.99024 0.077
H -12.78105 -0.99414 -3.43722 0.062
H -12.61749 0.59597 -2.65984 0.081
H -13.06670 1.69799 -4.69164 0.114
H -14.46779 0.75097 -4.38574 0.114
H -13.86248 0.62470 -6.80154 0.124
H -13.72172 -0.95068 -6.04410 0.070

=====

Record 3
112
Properties=species:S:1:pos:R:3:lowdin_charge:R:1 method="wB97M-V/def2-TZVPD" e_above_lowest_ev=21.9014 homo_energy_ev=-7.8215 gap_ev=7.9 charge=0 lumo_energy_ev=0.11
C 6.55822 -8.52066 3.96708 -0.073
C 5.55556 -8.19307 2.81933 -0.187
C 5.60966 -6.73272 2.32320 -0.121
C 6.92847 -6.18238 2.03733 -0.123
N 8.00238 -5.77371 1.83838 0.123
H 7.47639 -8.04712 3.61947 0.063
H 6.83890 -9.57212 4.02841 -0.032
H 6.18830 -8.31244 4.97103 0.095
H 4.51544 -8.40376 3.06806 0.076
H 5.91364 -8.75419 1.95617 0.101
H 5.21026 -6.20397 3.18865 0.080
H 4.92730 -6.66910 1.47558 0.077
C 11.00480 -6.89037 5.03426 -0.106
C 9.78086 -6.57065 4.17940 -0.267
C 10.26325 -6.01540 2.75850 -0.188
C 10.85273 -7.09022 1.91243 -0.255
N 11.35763 -7.88713 1.30096 0.117
H 11.15520 -6.04061 5.70013 0.070
H 11.83116 -7.23880 4.41472 0.072
H 10.76245 -7.72081 5.69738 0.048
H 9.13681 -5.75682 4.51255 0.096
H 9.08744 -7.40548 4.07776 -0.010
H 10.96084 -5.18369 2.85711 0.112
H 9.41804 -5.63651 2.18390 -0.009
C 6.95446 -3.97382 1.76004 -0.161
C 5.97063 -3.47109 0.72229 -0.239
C 6.66911 -2.41036 -0.21019 -0.122
C 7.90146 -2.91981 -0.88313 -0.201
N 8.92817 -3.33171 -1.29634 0.134
H 7.39372 -3.20172 2.39170 0.107
H 7.78451 -4.47973 1.26692 0.041
H 6.36433 -4.71514 2.29883 0.035
H 5.08317 -3.12318 1.25095 0.054
H 5.60356 -4.31315 0.13552 0.120
H 7.00241 -1.63216 0.47642 0.116
H 5.97678 -1.97252 -0.92927 0.108
C 4.01902 -8.48239 -0.23885 -0.091
C 4.60696 -8.92353 -1.61168 -0.182
C 4.68684 -10.41049 -1.87559 -0.173
C 5.47006 -11.11683 -0.87771 -0.104
N 6.09476 -11.70052 -0.09043 0.212
H 3.73892 -7.43571 -0.12009 0.015
H 4.58912 -8.66663 0.67172 0.056
H 3.07974 -8.99365 -0.02797 0.061
H 5.59023 -8.47467 -1.75241 0.117
H 4.06414 -8.47917 -2.44593 0.112
H 5.17718 -10.66441 -2.81537 0.130
H 3.71003 -10.87504 -2.01023 0.127
C 6.55430 -10.58311 5.59434 -0.104
C 5.25923 -11.35472 5.37190 -0.229
C 4.67488 -11.89129 6.69995 -0.136
C 4.27562 -10.85955 7.63873 -0.183
N 3.94626 -9.97281 8.31833 0.144
H 6.47759 -9.71756 6.25239 0.110
H 6.89919 -10.10297 4.67857 -0.059
H 7.37599 -11.14234 6.04177 0.072
H 5.23947 -12.23766 4.73305 0.106
H 4.55454 -10.71071 4.84583 0.053
H 5.27299 -12.60766 7.26312 0.123
H 3.71390 -12.34146 6.45101 0.125
C 7.10055 -11.96470 2.86381 -0.083
C 8.58865 -12.26799 3.30635 -0.173
C 9.07244 -11.54084 4.50826 -0.203
C 9.01285 -10.10158 4.47361 -0.113
N 8.98429 -8.95178 4.47982 0.179
H 6.29289 -12.17767 3.56412 0.042
H 6.97027 -12.57682 1.97138 0.070
H 6.95083 -10.97531 2.43161 0.074
H 9.26824 -11.83931 2.56981 0.120
H 8.69792 -13.35154 3.35185 0.116
H 10.06777 -11.94034 4.70276 0.133
H 8.59558 -11.80875 5.45109 0.096
N 3.27072 -4.14467 3.69888 0.035
C 4.09871 -3.21033 3.19680 -0.136
C 5.38030 -3.50810 3.73221 -0.096
C 5.29039 -4.71664 4.47569 -0.099
C 3.95903 -5.04604 4.45399 -0.129
H 2.30652 -4.24358 3.41491 0.159
H 3.73749 -2.42492 2.54946 0.120
H 6.25090 -2.94113 3.43725 0.080
H 6.06847 -5.28378 4.96492 0.117
H 3.34893 -5.81948 4.89667 0.102
N 4.70885 -11.05549 1.52856 0.045
C 3.42564 -10.78033 1.04578 -0.146
C 2.60855 -10.24581 2.05523 -0.077
C 3.37034 -10.39124 3.23233 -0.129
C 4.65337 -10.81305 2.87441 -0.208
H 5.54066 -11.28773 1.00484 -0.071
H 3.25784 -10.80787 -0.02075 0.079
H 1.59288 -9.88464 1.98937 0.097
H 2.94734 -10.13761 4.19313 0.081
H 5.47241 -10.82092 3.57834 0.027
N 1.95061 -5.64648 -0.06456 0.054
C 3.15131 -5.65660 0.56819 -0.155
C 3.67849 -4.39133 0.74441 -0.171
C 2.76905 -3.53298 0.17220 -0.088
C 1.75385 -4.30613 -0.36095 -0.119
H 1.29452 -6.37227 -0.31533 0.155
H 3.56679 -6.61929 0.82707 0.042
H 4.65174 -4.10032 1.11114 -0.025
H 2.89482 -2.46082 0.13953 0.109
H 0.82743 -3.99667 -0.82180 0.102
N 1.19210 -8.23685 5.58650 0.019
C 2.19754 -8.15101 4.66530 -0.191
C 3.35156 -8.31798 5.29945 -0.175
C 3.12555 -8.40494 6.68018 -0.090
C 1.72814 -8.29941 6.80947 -0.115
H 0.19364 -8.20242 5.43820 0.152
H 1.98367 -8.00217 3.61720 0.118
H 4.30668 -8.30926 4.79540 0.070
H 3.80352 -8.52393 7.51239 0.036
H 1.00837 -8.39794 7.60862 0.112

=====

Record 4
11
Properties=species:S:1:pos:R:3:lowdin_charge:R:1 method="wB97M-V/def2-TZVPD" e_above_lowest_ev=6.7038 homo_energy_ev=-9.4152 gap_ev=9.0 charge=0 lumo_energy_ev=-0.46
C 2.37708 -1.93827 -0.63827 -0.012
C 1.18175 -1.81467 -0.30486 -0.294
C 0.57321 1.94246 0.19386 0.014
C -0.50813 2.44872 0.35409 0.050
C -0.17405 -1.77304 -0.06186 -0.141
N -0.77189 -0.51837 -0.00976 0.086
H 1.57595 1.71237 0.21225 0.034
H -0.24324 0.32882 -0.12303 -0.015
H -1.47958 2.74185 0.54091 0.019
H -0.70556 -2.70821 0.03343 0.110
H -1.82554 -0.42166 -0.19675 0.147

=====

Record 5
21
Properties=species:S:1:pos:R:3:lowdin_charge:R:1 method="wB97M-V/def2-TZVPD" e_above_lowest_ev=7.0608 homo_energy_ev=-8.1590 gap_ev=5.5 charge=0 lumo_energy_ev=-2.61
C 0.69048 -0.60151 1.26986 -0.208
N 0.38150 0.48330 0.29976 -0.023
C -0.17301 0.38234 -0.96148 -0.184
C -1.61372 0.63440 -1.13077 -0.142
O -2.33575 -0.67945 -1.12041 -0.051
C 0.57587 -0.12819 -2.15184 0.016
O 2.68767 1.38559 1.29985 -0.381
C -0.64159 -0.82292 2.06073 -0.084
H 1.02829 -1.57992 0.94209 0.110
H 1.44764 -0.08929 1.86002 0.075
H 1.24564 1.20104 0.38732 0.131
H 1.37465 0.55981 -2.48297 0.122
H -2.23875 1.04677 -0.36616 0.126
H -1.70726 1.03889 -2.15984 0.130
H -1.49175 -1.15709 -1.07512 0.061
H -0.20344 -0.13064 -2.92953 0.088
H 1.00609 -1.11519 -2.10261 0.098
H 2.90126 2.23995 1.68868 -0.079
H -1.35997 -1.22329 1.33445 0.051
H -0.54987 -1.56121 2.85996 0.066
H -1.02399 0.11663 2.47803 0.077

=====

Record 6
9
Properties=species:S:1:pos:R:3:lowdin_charge:R:1 method="wB97M-V/def2-TZVPD" e_above_lowest_ev=3.7281 homo_energy_ev="-8.1794 / -8.7094" gap_ev="7.9 / 7.7" spin_multiplicity=7 charge=0 lumo_energy_ev="-0.30 / -1.06"
C -1.08002 0.42434 -0.09094 0.003
O 0.13488 -1.40699 -0.41654 -0.007
C 0.86094 -0.24982 -0.32058 -0.473
C -1.15124 -0.90528 -0.18399 -0.120
O 1.92098 -0.32905 0.30029 -0.205
Mn 2.76643 1.11589 -0.83164 0.824
H -0.84125 1.09692 0.74796 0.114
H -1.98004 -1.51452 -0.54302 0.133
F -2.55386 1.17563 -0.53302 -0.270